1 | A single C4H7NO molecule, computed with ωB97M-V/def2-TZVPD.

The calculation puts the gap between HOMO and LUMO at 10.595 eV. The calculation puts the HOMO energy at -9.59 eV. The multiplicity is 1. The calculation puts the lowest unoccupied orbital energy at 1.00 eV.

Each line ends with the Mulliken charge.
Geometry (Å):
C -0.56 -1.44 0.28  -1.307
C -0.64 -0.01 -0.20  0.413
C 0.05 1.01 0.74  -0.509
N 1.34 1.29 0.10  -0.497
C 1.25 0.78 -1.06  0.061
O 0.13 0.11 -1.42  -0.399
H -0.93 -2.13 -0.49  0.344
H 0.47 -1.71 0.52  0.308
H -1.17 -1.58 1.19  0.351
H -1.67 0.27 -0.44  0.276
H -0.51 1.95 0.82  0.290
H 0.19 0.61 1.75  0.284
H 2.02 0.83 -1.83  0.387



2 | A single C4H7NO molecule, computed with ωB97M-V/def2-TZVPD.

The calculation puts the gap between HOMO and LUMO at 10.796 eV. The calculation puts the HOMO energy at -9.64 eV. The multiplicity is 1. The calculation puts the lowest unoccupied orbital energy at 1.16 eV.

Each line ends with the Mulliken charge.
Geometry (Å):
C -1.77 -0.34 -0.20  -0.441
N -1.29 0.86 0.47  -0.612
C -0.52 0.30 -0.65  -0.160
C 0.75 -0.46 -0.34  -0.036
C 1.87 0.24 0.29  -0.351
O 0.99 -0.57 1.07  -0.465
H -1.62 -1.26 0.37  0.218
H -2.69 -0.30 -0.77  0.268
H -0.78 0.63 1.31  0.314
H -0.53 1.14 -1.33  0.374
H 0.96 -1.39 -0.87  0.378
H 2.88 -0.15 0.21  0.277
H 1.77 1.31 0.42  0.235



1 is preferred energetically. Next in line: 224.3 kJ/mol higher.



1 | A single C4H7NO molecule, computed with ωB97M-V/def2-TZVPD.

The calculation puts the gap between HOMO and LUMO at 8.567 eV. The calculation puts the HOMO energy at -7.72 eV. The multiplicity is 1. The calculation puts the lowest unoccupied orbital energy at 0.84 eV.

Each line ends with the Mulliken charge.
Geometry (Å):
C 0.77 -0.46 0.45  -0.335
C -1.42 -1.55 0.01  -0.701
O -0.65 -0.11 0.36  -0.189
C -0.68 0.98 -0.51  0.095
N 0.41 1.56 -0.75  -0.438
C 1.42 0.87 0.08  -0.408
H 0.94 -0.84 1.45  0.294
H 0.94 -1.25 -0.28  0.315
H -1.74 -1.27 -1.02  0.163
H -2.30 -1.40 0.65  0.201
H -1.66 1.24 -0.91  0.419
H 1.62 1.49 0.96  0.274
H 2.35 0.74 -0.48  0.309



2 | 2 unconnected molecules or ions with the total composition C4H7NO, computed with ωB97M-V/def2-TZVPD.

The calculation puts the gap between HOMO and LUMO at 9.883 eV. The calculation puts the HOMO energy at -8.89 eV. The multiplicity is 1. The calculation puts the lowest unoccupied orbital energy at 0.99 eV.

Each line ends with the Mulliken charge.
Geometry (Å):
C -2.01 0.31 -0.65  -1.005
C -1.19 0.41 0.37  0.735
N -0.41 0.53 1.30  -0.481
C 0.93 -0.03 1.17  -0.352
C 1.51 0.14 -0.22  -0.072
O 1.09 0.93 -1.03  -0.447
H -2.74 -0.49 -0.73  0.342
H -1.89 1.02 -1.46  0.264
H 1.60 0.49 1.87  0.297
H 0.95 -1.09 1.45  0.283
H 2.38 -0.51 -0.46  0.402
H -0.40 -1.49 -1.05  -0.136
H 0.22 -1.89 -0.95  0.170



3 | A molecular structure, C4H7NO, computed with ωB97M-V/def2-TZVPD.

The calculation puts the gap between HOMO and LUMO at 9.608 eV. The calculation puts the HOMO energy at -8.81 eV. The multiplicity is 1. The calculation puts the lowest unoccupied orbital energy at 0.80 eV.

Each line ends with the Mulliken charge.
Geometry (Å):
O -2.88 0.36 0.63  -0.470
C -1.88 -0.30 0.61  -0.004
C -0.49 0.30 0.74  -0.384
N 0.50 -0.56 0.11  -0.211
C 0.90 -0.25 -1.26  -0.247
C 1.97 0.25 -0.37  -0.675
H -1.90 -1.41 0.51  0.355
H -0.25 0.38 1.81  0.345
H -0.50 1.31 0.33  0.288
H 0.21 0.46 -1.72  0.252
H 1.08 -1.13 -1.88  0.209
H 1.49 -0.70 0.59  0.385
H 1.75 1.30 -0.10  0.156



4 | A molecular structure, C4H7NO, computed with ωB97M-V/def2-TZVPD.

The calculation puts the gap between HOMO and LUMO at 8.545 eV. The calculation puts the HOMO energy at -8.40 eV. The multiplicity is 1. The calculation puts the lowest unoccupied orbital energy at 0.14 eV.

Each line ends with the Mulliken charge.
Geometry (Å):
C -1.45 -1.28 -0.74  -1.043
C -0.33 -0.66 0.09  0.822
O 0.02 -1.18 1.14  -0.640
C 0.28 0.54 -0.48  -0.639
C 1.03 1.38 1.13  -0.216
N 1.55 1.01 -0.05  -0.202
H -1.11 -2.21 -1.19  0.247
H -1.83 -0.63 -1.53  0.325
H -2.28 -1.53 -0.07  0.301
H -0.06 0.89 -1.45  0.261
H 1.43 1.00 2.08  0.266
H 0.37 2.23 1.18  0.240
H 2.39 0.45 -0.11  0.277



4 is preferred energetically. Next in line: 6.7 kJ/mol higher.



1 | 3 unconnected molecules or ions with the total composition C4H7NO, computed with ωB97M-V/def2-TZVPD.

The calculation puts the gap between HOMO and LUMO (spin up / spin down) at 7.731 / 7.729 eV. The calculation puts the HOMO energy (spin up / spin down) at -7.90 / -7.90 eV. The multiplicity is 1. The calculation puts the lowest unoccupied orbital energy (spin up / spin down) at -0.17 / -0.17 eV.

Each line ends with the Mulliken charge.
Geometry (Å):
C 1.89 -0.33 0.26  -0.893
C 0.67 0.18 0.71  0.465
N 0.06 1.29 0.55  -0.542
C -1.31 0.96 0.13  -0.248
C -1.18 -0.54 -0.05  -0.217
O -0.25 -0.98 0.73  -0.251
H 2.61 0.37 -0.13  0.336
H 0.83 -0.58 -1.15  0.094
H 2.26 -1.27 0.67  0.289
H -2.06 1.22 0.90  0.258
H -1.59 1.47 -0.80  0.259
H -0.02 -0.54 -1.41  0.056
H -1.92 -1.25 -0.41  0.394



2 | A single C4H7NO molecule, computed with ωB97M-V/def2-TZVPD.

The calculation puts the gap between HOMO and LUMO at 7.501 eV. The calculation puts the HOMO energy at -7.12 eV. The multiplicity is 1. The calculation puts the lowest unoccupied orbital energy at 0.38 eV.

Each line ends with the Mulliken charge.
Geometry (Å):
O 2.16 0.24 -2.35  -0.630
C 1.27 -0.12 -1.57  -0.163
C 1.15 0.21 -0.22  -0.511
N 0.05 -0.38 0.52  0.018
C -1.37 -0.16 0.10  -0.353
C -0.86 0.47 1.34  -0.372
H 0.42 -0.77 -1.94  0.210
H 1.80 0.82 0.38  0.403
H 0.48 -1.25 0.80  0.318
H -2.07 -0.99 0.18  0.255
H -1.44 0.44 -0.79  0.289
H -0.58 1.52 1.30  0.264
H -1.19 0.09 2.30  0.272



3 | A single C4H7NO molecule, computed with ωB97M-V/def2-TZVPD.

The calculation puts the gap between HOMO and LUMO at 10.824 eV. The calculation puts the HOMO energy at -9.57 eV. The multiplicity is 1. The calculation puts the lowest unoccupied orbital energy at 1.26 eV.

Each line ends with the Mulliken charge.
Geometry (Å):
C 2.73 -0.06 -0.11  -0.268
N 1.58 0.46 0.12  -0.503
O 0.63 -0.54 0.02  -0.078
C -0.59 -0.15 0.60  0.196
C -1.72 -0.64 -0.23  -0.565
C -1.40 0.88 -0.18  -0.615
H 2.92 -1.22 -0.28  0.242
H 3.52 0.68 -0.07  0.308
H -0.68 -0.13 1.70  0.343
H -1.39 -1.18 -1.13  0.216
H -2.61 -0.97 0.26  0.265
H -2.14 1.53 0.29  0.241
H -0.85 1.35 -1.02  0.219



4 | A single C4H7NO molecule, computed with ωB97M-V/def2-TZVPD.

The calculation puts the gap between HOMO and LUMO at 10.241 eV. The calculation puts the HOMO energy at -9.39 eV. The multiplicity is 1. The calculation puts the lowest unoccupied orbital energy at 0.85 eV.

Each line ends with the Mulliken charge.
Geometry (Å):
C -2.13 -0.29 -0.29  -0.999
C -0.68 -0.23 0.24  0.724
O -0.46 -0.72 1.34  -0.627
C 0.44 0.39 -0.55  -0.409
C 2.02 0.76 0.31  -0.160
N 1.85 -0.53 -0.09  -0.528
H -2.23 -0.38 -1.40  0.327
H -2.68 0.63 0.03  0.252
H -2.60 -1.16 0.19  0.304
H 0.38 0.13 -1.61  0.294
H 1.88 1.07 1.36  0.227
H 2.80 1.35 -0.20  0.253
H 1.42 -1.02 0.68  0.339



4 is preferred energetically. Next in line: 36.2 kJ/mol higher.



1 | 2 unconnected molecules or ions with the total composition C4H7NO, computed with ωB97M-V/def2-TZVPD.

The calculation puts the gap between HOMO and LUMO at 11.136 eV. The calculation puts the HOMO energy at -10.40 eV. The multiplicity is 1. The calculation puts the lowest unoccupied orbital energy at 0.74 eV.

Each line ends with the Mulliken charge.
Geometry (Å):
C -1.20 -0.83 0.35  -1.044
C -0.35 0.35 0.75  0.364
O -0.80 1.33 1.29  -0.522
C 1.17 0.28 0.52  -0.209
C 1.60 -0.61 -0.56  0.195
N 1.91 -1.32 -1.42  -0.400
H -2.25 -0.53 0.33  0.326
H -0.90 -1.24 -0.62  0.357
H -1.07 -1.63 1.09  0.325
H 1.62 -0.06 1.46  0.290
H 1.53 1.29 0.33  0.295
H -0.50 1.26 -2.01  0.022
H -0.77 1.73 -1.50  0.000



2 | 2 unconnected molecules or ions with the total composition C4H7NO, computed with ωB97M-V/def2-TZVPD.

The calculation puts the gap between HOMO and LUMO at 8.720 eV. The calculation puts the HOMO energy at -9.05 eV. The multiplicity is 1. The calculation puts the lowest unoccupied orbital energy at -0.33 eV.

Each line ends with the Mulliken charge.
Geometry (Å):
C -0.23 2.07 -0.09  -0.578
C 0.76 1.23 0.06  -0.168
C 1.94 0.72 -0.01  0.553
N 3.06 0.26 -0.17  -0.557
H -1.26 1.76 0.03  0.248
H -0.07 3.12 -0.28  0.257
H 3.23 -0.73 -0.03  0.298
C -1.58 -1.52 0.15  -0.564
O -0.18 -1.57 0.11  -0.476
H -1.93 -0.87 0.97  0.233
H -1.94 -2.52 0.37  0.237
H -2.02 -1.17 -0.79  0.269
H 0.22 -0.79 -0.31  0.248



1 is preferred energetically. Next in line: 203.6 kJ/mol higher.